The following is a DFT calculation (ωB97M-V with the def2-TZVPD basis set) of a molecular structure, C26H40N9O3PS2Tl at a distorted geometry.

```
82
Properties=species:S:1:pos:R:3:forces:R:3
Tl -0.16669 0.12988 0.87998 -0.395 -0.268 0.171
N 2.18034 0.81262 0.35047 -0.343 -0.351 0.352
C 2.33971 1.36827 -0.99630 -0.301 0.114 -0.171
C 3.57315 2.30738 -1.02494 -0.180 0.127 -0.168
C 3.71781 3.48472 -2.00252 -0.043 -0.221 -0.075
C 3.77487 3.22443 -3.51721 -0.090 0.142 0.361
N 4.54534 2.03365 -3.89616 -0.124 -0.116 0.001
C 4.08417 0.93904 -4.49814 0.845 0.296 0.250
N 4.97490 0.02313 -4.92997 -0.274 0.063 -0.006
N 2.79477 0.72772 -4.65957 -1.286 0.543 0.804
C 0.97145 1.95214 -1.46900 0.585 0.262 -0.888
O 0.91958 2.41331 -2.62164 0.648 -0.433 0.119
O 0.00135 1.88901 -0.67697 -0.702 -0.519 0.913
H 2.29237 1.53756 1.05210 0.167 0.007 0.018
H 2.83588 0.06484 0.54549 0.037 -0.002 0.031
H 2.51068 0.52140 -1.66559 -0.012 0.029 0.014
H 4.46588 1.68180 -1.11474 -0.012 -0.091 0.123
H 3.61996 2.76518 -0.03362 0.115 0.016 -0.003
H 4.65763 3.96782 -1.72382 -0.037 0.079 0.087
H 2.92293 4.20962 -1.82168 0.016 0.004 -0.132
H 4.26439 4.08029 -3.98370 -0.048 -0.041 -0.079
H 2.77611 3.16252 -3.92569 -0.150 -0.159 -0.055
H 5.54275 2.10269 -3.77844 0.055 -0.091 -0.015
H 5.95753 0.22734 -4.96687 0.003 0.082 -0.075
H 4.65478 -0.77627 -5.44634 0.037 -0.081 0.015
H 2.09217 1.24609 -4.07160 0.622 -0.379 -0.668
H 2.48616 -0.07822 -5.17588 -0.114 0.022 0.063
S -2.41566 -1.09251 0.92525 0.829 0.437 -0.249
C -2.84744 -0.60041 2.54644 -0.080 0.082 0.176
C -4.22280 -0.54933 2.80176 0.002 -0.085 0.020
C -4.72515 -0.27433 4.05938 0.355 0.047 0.083
C -6.13714 -0.25650 4.28364 -0.255 -0.011 0.025
N -7.27243 -0.23449 4.45730 0.044 -0.020 -0.028
C -3.82959 0.00967 5.10704 -0.021 -0.075 -0.313
C -2.47262 0.04484 4.84720 0.011 -0.061 -0.002
C -1.95210 -0.26915 3.58721 -0.284 0.026 -0.066
S -0.21129 -0.18942 3.46218 0.441 0.239 -0.889
C -4.31108 0.25734 6.43032 -0.092 0.070 0.244
N -4.69364 0.43778 7.49839 0.046 0.013 -0.043
H -4.90738 -0.76356 1.99257 -0.036 0.039 0.022
H -1.78743 0.29300 5.64612 -0.034 0.030 0.022
O 0.75149 -1.82663 -0.14855 0.065 0.279 0.220
P 1.28708 -3.20793 -0.36854 0.022 -0.332 -0.470
N 2.94016 -3.24330 -0.66691 -0.463 0.262 0.146
C 3.38548 -2.42019 -1.80237 0.108 -0.114 -0.021
C 4.88694 -2.30857 -1.57858 -0.106 -0.037 0.095
C 4.99770 -2.15708 -0.05715 -0.030 -0.090 -0.114
C 3.81587 -2.97225 0.49516 0.048 -0.062 0.053
N 0.96366 -4.17508 0.91830 0.304 0.279 -0.158
C 0.63220 -3.67472 2.25714 0.021 -0.080 0.123
C 1.67055 -4.33771 3.15576 -0.075 -0.085 -0.096
C 1.82580 -5.73142 2.53051 0.016 0.131 0.058
C 1.50446 -5.54041 1.03352 -0.038 -0.096 -0.059
N 0.67512 -3.82639 -1.77543 0.134 -0.107 0.363
C -0.80513 -3.93918 -1.82585 -0.089 0.155 0.006
C -1.09480 -5.28180 -2.51302 0.146 -0.015 0.009
C 0.20672 -6.07705 -2.36734 -0.088 0.132 -0.048
C 1.26896 -4.98710 -2.46288 -0.081 -0.063 -0.065
H 2.91133 -1.42911 -1.78294 0.015 -0.053 -0.025
H 3.12016 -2.90458 -2.74212 0.009 0.018 -0.016
H 5.32648 -1.47077 -2.11986 0.053 -0.029 -0.033
H 5.36746 -3.23268 -1.90203 0.055 0.029 -0.026
H 4.91270 -1.10516 0.22630 -0.013 -0.001 0.006
H 5.94727 -2.52383 0.32641 0.019 0.070 0.033
H 3.28911 -2.42128 1.28239 0.026 -0.021 -0.006
H 4.14616 -3.92059 0.92330 -0.005 0.037 0.033
H -0.37467 -4.00294 2.53315 -0.009 0.084 -0.026
H 0.65904 -2.59251 2.28078 -0.087 0.083 0.051
H 1.34608 -4.38096 4.19376 0.040 0.017 0.015
H 2.61250 -3.78771 3.11257 -0.010 0.010 0.019
H 1.10995 -6.41976 2.97812 0.016 -0.028 -0.011
H 2.82205 -6.14345 2.68056 -0.015 -0.042 0.007
H 0.75890 -6.27026 0.71292 0.051 -0.005 -0.049
H 2.38762 -5.65236 0.40012 -0.020 -0.016 0.005
H -1.22705 -3.09923 -2.37874 -0.010 -0.012 0.033
H -1.21425 -3.90525 -0.81172 -0.009 -0.025 -0.025
H -1.30897 -5.11902 -3.56993 -0.037 -0.013 0.000
H -1.94839 -5.78878 -2.06819 -0.031 0.020 -0.037
H 0.32070 -6.83744 -3.13805 0.015 -0.029 0.021
H 0.25096 -6.56423 -1.39313 0.020 -0.015 0.003
H 1.43621 -4.72931 -3.51454 0.058 -0.008 0.017
H 2.22316 -5.25991 -2.01766 0.026 0.005 -0.016
```
Forces are in eV/Å.

Properties
Energy above the lowest of the compared OMol25 structures with the same formula, charge and spin = 89.5 kJ/mol
Charge = +1
Gap between HOMO and LUMO = 6.724 eV


The following is a DFT calculation (ωB97M-V with the def2-TZVPD basis set) of a molecular structure, C37H41CrN6O4Se4Te.

```
94
Properties=species:S:1:pos:R:3:forces:R:3
Cr 1.81171 1.25975 -2.19308 0.463 0.237 -0.128
O 2.17330 -2.11286 -4.63366 0.035 0.009 -0.062
C 1.89008 -1.06553 -4.07629 -0.082 0.004 0.045
N 2.63049 -0.30440 -3.24163 -0.012 -0.020 -0.030
C 3.93382 -0.67468 -2.91040 -0.143 0.017 0.151
O 4.73686 -1.25432 -3.59753 0.015 -0.085 -0.037
C 4.18331 -0.25623 -1.48985 -0.141 -0.084 -0.209
C 5.38342 -0.40446 -0.86689 0.142 0.006 0.164
C 5.53364 0.22806 0.42209 -0.024 -0.088 -0.105
C 4.45790 0.68454 1.07971 -0.032 0.130 -0.062
C 3.08972 0.40310 0.51160 -0.063 0.103 -0.111
N 3.09569 0.30976 -0.93973 0.096 0.224 0.043
C 0.49481 -0.50595 -4.21302 0.275 -0.069 -0.064
C -0.36956 -1.00855 -5.16774 -0.050 -0.072 -0.025
C -1.61931 -0.43338 -5.30178 0.028 -0.019 0.013
C -1.94258 0.63420 -4.47818 -0.027 -0.019 0.009
C -1.01812 1.06556 -3.54604 -0.092 0.094 -0.019
N 0.18339 0.50344 -3.40233 -0.291 -0.001 0.194
H 6.20221 -0.86523 -1.39967 -0.006 0.010 0.018
H 6.52810 0.38436 0.82604 -0.026 -0.013 0.004
H 4.51733 1.21640 2.02076 0.042 0.004 -0.043
H 2.72606 -0.56301 0.91262 0.044 -0.084 0.158
H -0.01743 -1.82926 -5.77705 -0.029 -0.002 0.009
H -2.32539 -0.80073 -6.03609 0.017 0.014 -0.007
H -2.89981 1.13382 -4.54610 0.016 -0.009 -0.006
H -1.22556 1.91279 -2.91116 0.009 -0.022 0.045
Se 3.80189 3.21746 -1.59680 -0.007 -0.103 0.032
Se 5.46566 2.58913 -2.93763 -0.013 0.069 0.098
Se 4.34953 2.08790 -5.00823 0.009 -0.069 -0.044
Se 2.19822 2.58683 -4.47777 0.078 -0.026 0.260
N 1.20010 1.65189 -0.05593 -0.199 0.227 -0.174
C 2.04457 1.42294 0.86936 0.325 0.034 -0.186
N 2.13271 2.09119 2.11138 -0.405 -0.300 0.205
C 1.00716 1.81903 3.01323 0.071 0.042 -0.087
C 1.37988 2.31953 4.38986 0.042 0.103 0.092
O 1.70745 3.70273 4.37950 0.021 -0.054 -0.087
C 2.76570 3.96786 3.46405 -0.044 0.040 0.124
C 2.40633 3.52985 2.06201 0.093 -0.120 -0.016
H 0.82777 0.74185 3.05351 0.018 0.006 -0.031
H 0.09683 2.31831 2.66170 -0.040 -0.011 -0.013
H 2.23467 1.74309 4.76806 0.016 -0.008 0.017
H 0.53930 2.20518 5.07503 0.016 0.009 0.031
H 3.67582 3.45144 3.79599 0.013 -0.016 -0.006
H 2.93652 5.04364 3.49272 0.000 0.012 0.031
H 3.24071 3.71647 1.38154 -0.012 -0.027 0.007
H 1.53150 4.08936 1.71842 -0.030 0.025 -0.065
C -0.94311 4.35374 -1.04641 -0.055 0.012 0.030
C 0.03242 3.21747 -0.98429 0.052 -0.015 -0.227
O 0.61131 2.86631 -2.08146 -0.218 0.195 0.028
N 0.25531 2.66296 0.16809 0.176 -0.191 -0.081
Te -1.65499 -0.11667 -0.32478 -0.047 -0.138 0.047
C -3.51692 -1.11198 -0.13715 -0.080 -0.008 -0.055
C -3.64858 -2.47752 -0.42112 -0.011 -0.003 -0.008
C -2.49058 -3.32413 -0.87994 -0.054 0.064 0.034
C -4.90266 -3.07431 -0.28953 0.028 -0.008 0.019
C -6.02221 -2.35617 0.09711 -0.026 -0.016 0.014
C -7.36607 -3.02095 0.24317 0.033 0.023 -0.004
C -5.87578 -0.99614 0.34259 -0.001 0.012 0.000
C -4.64619 -0.35871 0.22764 -0.005 0.014 -0.013
C -4.57475 1.12863 0.47927 0.011 -0.110 -0.004
C -0.57480 -1.35103 1.01746 0.137 0.126 0.122
C 0.51096 -2.11552 0.57551 0.011 -0.012 0.037
C 0.93544 -2.25446 -0.86504 -0.071 -0.015 0.054
C 1.25937 -2.82337 1.52389 -0.002 0.013 -0.055
C 0.95974 -2.79590 2.87205 -0.012 -0.044 0.046
C 1.78058 -3.56785 3.87286 -0.039 0.034 -0.038
C -0.12889 -2.03162 3.28716 0.002 -0.023 0.001
C -0.89273 -1.29859 2.39081 -0.057 -0.062 -0.042
C -2.03515 -0.47140 2.92545 0.079 -0.057 -0.054
H -0.41689 5.29456 -0.87495 -0.002 -0.001 -0.022
H -1.70400 4.23275 -0.27692 0.009 0.051 0.009
H -1.40011 4.40139 -2.03438 0.010 -0.015 0.017
H -1.93806 -2.82335 -1.67759 0.012 0.004 0.008
H -2.84243 -4.28760 -1.24905 -0.003 0.004 0.012
H -1.78416 -3.50297 -0.06690 -0.008 -0.006 -0.011
H -5.00104 -4.13313 -0.50842 0.001 0.011 0.010
H -7.31456 -4.07588 -0.02515 -0.001 0.005 -0.002
H -8.11177 -2.54397 -0.39550 -0.004 -0.004 -0.002
H -7.72554 -2.95157 1.27178 -0.004 -0.005 0.001
H -6.74507 -0.41125 0.62835 0.007 -0.006 0.000
H -5.54002 1.50602 0.81680 -0.004 -0.008 -0.003
H -4.29865 1.67063 -0.42800 -0.002 0.006 0.007
H -3.81768 1.36851 1.22737 -0.007 0.004 0.004
H 0.47592 -1.51069 -1.51040 0.007 -0.004 0.004
H 0.66436 -3.24466 -1.24266 -0.011 0.014 0.003
H 2.01602 -2.15237 -0.95651 0.022 0.005 0.003
H 2.11306 -3.39931 1.17852 -0.025 0.004 0.004
H 2.59839 -4.09697 3.38450 -0.004 0.014 0.006
H 1.16533 -4.30286 4.39672 0.008 0.010 -0.004
H 2.20797 -2.90263 4.62587 -0.002 -0.001 -0.012
H -0.38359 -1.99851 4.34272 0.018 0.012 -0.015
H -2.07246 -0.53250 4.01360 0.001 -0.006 -0.009
H -2.99246 -0.81444 2.52635 0.007 0.012 0.011
H -1.92069 0.57511 2.63588 0.003 0.014 0.000
```
Forces are in eV/Å.

Properties
Energy above the lowest of the compared OMol25 structures with the same formula, charge and spin = 0.0 kJ/mol
Charge = -1
2S+1 = 3
Gap between HOMO and LUMO (spin up / spin down) = 5.816 / 5.230 eV
<S²> = 2.439


The following is a DFT calculation (ωB97M-V with the def2-TZVPD basis set) of a single C2H6N4 molecule at a distorted geometry.

```
12
Properties=species:S:1:pos:R:3:forces:R:3
C -1.36382 -1.06497 -0.45377 0.691 -0.667 0.617
N -1.61867 -0.09534 0.32055 -0.473 1.032 -0.522
N -0.68360 0.95420 0.40691 -0.543 -1.946 1.151
C 0.46700 1.04199 -0.34351 0.188 0.005 -0.378
N 1.44218 0.22515 -0.45099 0.070 0.230 0.592
N 1.54128 -0.90674 0.39907 -0.626 0.776 -1.023
H -2.17862 -1.79933 -0.63248 0.857 0.494 0.278
H -0.31017 -1.20353 -0.73939 -0.830 -0.403 -0.774
H -1.20456 1.76937 0.62643 0.026 0.710 -0.001
H 0.49101 1.96444 -0.91458 0.465 -0.080 -0.312
H 1.30564 -0.69529 1.35512 -0.402 0.220 0.363
H 2.50935 -1.13869 0.35979 0.578 -0.372 0.008
```
Forces are in eV/Å.

Properties
Energy above the lowest of the compared OMol25 structures with the same formula, charge and spin = 318.1 kJ/mol
Charge = 0
Gap between HOMO and LUMO = 9.768 eV
Structure (SMILES) = C=NN/C=N\N


The following is a DFT calculation (ωB97M-V with the def2-TZVPD basis set) of a molecular structure, C24H21N2O4Ta at a distorted geometry.

```
52
Properties=species:S:1:pos:R:3:forces:R:3
Ta 13.61123 6.72996 8.22469 0.111 -0.853 -1.649
O 12.97643 6.12219 9.88386 -1.341 0.223 1.055
C 12.27687 7.34333 9.88341 -0.220 -1.775 2.361
C 12.75941 8.38465 10.64189 0.241 3.065 -1.220
C 12.16063 9.74759 10.36649 0.572 -0.336 0.487
C 10.95998 9.88458 9.77515 1.057 -2.144 -0.381
C 10.19690 8.60338 9.51413 -1.807 0.237 -0.702
C 10.98970 7.35583 9.33053 -0.632 -2.117 0.667
C 9.98839 8.68716 7.11420 1.265 1.337 -2.529
N 11.30670 8.72484 7.15425 -3.138 -0.395 1.318
C 12.16808 9.55141 6.43994 2.983 0.817 -3.380
C 13.63533 9.00035 6.32180 0.219 0.382 1.930
N 14.29174 8.44415 7.69384 1.151 2.996 -0.898
C 15.43567 8.87982 8.37803 -0.337 -1.828 -0.988
C 16.59906 7.98236 8.56753 -0.141 2.822 1.501
C 17.95848 8.48727 8.85524 -1.420 -0.226 -0.225
C 19.04447 7.76889 8.41881 -0.610 0.381 -0.601
C 18.82988 6.67732 7.55753 -0.734 0.434 -0.009
C 17.55411 6.13907 7.44288 2.192 -1.460 -1.249
C 16.52568 6.67394 8.16295 -1.676 -1.419 -2.465
O 15.31350 6.05237 7.94571 1.254 0.038 0.779
H 13.69139 8.30380 11.22825 -0.764 -0.207 -0.258
H 12.67638 10.69437 10.57981 0.221 -0.829 0.326
H 10.57264 10.84101 9.46127 -0.150 -0.010 0.231
H 9.60890 8.49247 10.44139 -0.144 -0.476 0.046
H 9.64380 8.95519 5.17421 -0.763 -0.313 1.380
H 12.30757 10.61172 6.76469 -0.731 -0.824 0.713
H 12.01058 9.72845 5.32050 -0.558 -0.442 0.987
H 14.24789 9.84382 5.95154 0.014 -0.823 0.073
H 13.70555 8.10494 5.69960 -0.097 0.444 -0.393
H 15.55851 9.94063 8.58429 0.101 0.027 -0.131
H 18.08916 9.46273 9.31730 -0.119 -0.151 -0.088
H 20.03456 8.17653 8.46280 0.289 0.170 0.422
H 19.62902 6.42987 6.87472 0.052 -0.582 0.174
H 17.36958 5.35366 6.66568 0.018 0.563 1.213
C 8.18576 9.87101 8.37918 1.064 -0.574 0.558
C 9.15921 8.62808 8.34605 1.026 1.258 -0.388
O 9.13714 8.81742 6.03256 2.719 0.381 -0.282
C 8.45741 7.35494 8.33935 -1.657 -4.073 -0.781
C 7.08835 7.17595 7.95786 0.353 0.495 0.302
C 6.33482 6.16268 8.61947 1.215 1.899 -1.472
C 7.04638 5.18743 9.23131 0.452 -2.244 0.546
C 8.41564 4.98824 9.00879 -0.388 1.599 0.373
C 9.12812 6.11057 8.63398 -1.826 2.038 0.708
O 10.49072 6.10328 8.94864 1.673 4.034 0.505
H 7.72848 10.10231 7.41034 0.125 -0.230 0.472
H 8.72399 10.73884 8.77415 -0.207 -0.030 -0.411
H 7.46639 9.59763 9.13677 -0.581 0.144 0.000
H 6.69552 7.83383 7.14248 -0.145 -0.160 1.493
H 5.26675 6.19585 8.67575 -0.377 -0.003 -0.244
H 6.52840 4.49617 9.88445 -0.003 -0.319 -0.302
H 8.97579 4.15984 9.34750 0.198 -0.940 0.425
```
Forces are in eV/Å.

Properties
Energy above the lowest of the compared OMol25 structures with the same formula, charge and spin = 1075.3 kJ/mol
Charge = +2
Gap between HOMO and LUMO (spin up / spin down) = 4.974 / 4.694 eV


Look up the charge of the fourth one.
+2


What is the charge in the first record?
+1


The lowest charge belongs to which entry?
C37H41CrN6O4Se4Te


What is the charge in the first record?
+1